Entry 1:
Molecular formula: C35H36Cl2CoN6O2Se
Method: DFT, ωB97M-V/def2-TZVPD

CARTESIAN COORDINATES (ANGSTROEM)
Co1 -0.92166 -0.24264 -0.36401
Se1 3.84510 -2.18412 -5.91294
N1 2.31956 -1.26966 -5.87466
C1 1.86145 -1.25746 -4.63493
C2 0.63189 -0.63854 -4.23445
C3 -0.29994 -0.08358 -5.09522
C4 -1.48676 0.41881 -4.56600
C5 -1.69732 0.40200 -3.19305
N2 -0.81559 -0.09390 -2.33604
C6 0.33067 -0.65421 -2.84034
C7 1.14772 -1.28465 -1.90320
N3 0.72953 -1.21408 -0.59032
C8 1.44804 -1.88528 0.30800
C9 2.58218 -2.61538 -0.00133
C10 3.03965 -2.67041 -1.31764
C11 2.32120 -1.99940 -2.28827
C12 2.67948 -1.95140 -3.67567
N4 3.77072 -2.51066 -4.16890
H1 -0.09469 -0.07192 -6.15637
H2 -2.24923 0.82977 -5.20518
H3 -2.60951 0.80091 -2.77117
H4 1.11102 -1.86008 1.33441
H5 3.10158 -3.12928 0.78890
H6 3.92839 -3.21877 -1.58613
C13 3.04714 0.93950 3.62618
C14 2.84894 0.83486 2.11027
C15 4.13404 0.33715 1.44168
C16 2.41561 2.15840 1.52061
C17 3.34043 3.18943 1.53438
C18 3.06089 4.41693 0.97103
C19 1.83664 4.60932 0.36600
C20 0.86681 3.61800 0.33796
C21 -0.43749 3.99275 -0.31736
C22 -0.64706 3.18710 -1.59659
C23 -1.61339 3.84051 0.64112
C24 1.13713 2.36997 0.94468
N5 0.19029 1.34397 1.02984
C25 -0.05746 0.82439 2.19480
C26 -0.75821 -0.38007 2.35737
C27 -1.09616 -1.10916 3.50665
C28 -1.70985 -2.27007 3.06550
C29 -1.76234 -2.22183 1.66295
N6 -1.17188 -1.08646 1.25485
C30 -2.37586 -3.23201 0.72288
C31 -1.27285 -4.05244 0.03365
C32 -3.28334 -4.19841 1.49386
C33 -3.19232 -2.54504 -0.37765
H7 3.19199 -0.04941 4.05582
H8 2.18175 1.39544 4.10058
H9 3.91698 1.54677 3.86121
H10 2.07267 0.09136 1.91715
H11 4.98082 0.97269 1.69251
H12 4.01698 0.32388 0.35978
H13 4.36222 -0.67325 1.77490
H14 4.29764 3.03408 2.00444
H15 3.78753 5.21115 1.00339
H16 1.62002 5.56659 -0.08395
H17 -0.37091 5.05238 -0.59421
H18 -0.55773 2.12523 -1.37745
H19 0.09335 3.45467 -2.34957
H20 -1.64052 3.37940 -1.99230
H21 -1.73779 2.80004 0.90831
H22 -2.52665 4.19289 0.16975
H23 -1.44596 4.41592 1.54922
H24 0.26898 1.33349 3.10211
H25 -0.91261 -0.80818 4.51909
H26 -2.09208 -3.04961 3.69151
H27 -0.63516 -4.54952 0.76382
H28 -0.65815 -3.41682 -0.60045
H29 -1.73387 -4.81383 -0.59417
H30 -2.69083 -4.85817 2.12326
H31 -3.84357 -4.81437 0.79310
H32 -3.98808 -3.65583 2.11824
H33 -2.56829 -1.83651 -0.93675
H34 -4.03634 -2.00334 0.03470
H35 -3.56985 -3.28959 -1.07647
Cl1 -4.60692 -0.65653 2.04254
C34 -4.27054 0.99371 1.50618
Cl2 -3.21405 1.76218 2.69463
C35 -3.69112 1.02357 0.03262
O1 -4.46588 1.39005 -0.82281
O2 -2.48521 0.69697 -0.12370
H36 -5.22203 1.52966 1.49284

Results
* 2S+1: 2
* LUMO level (alpha / beta): -1.66 / -1.67 eV
* DFT total energy: -6539.0040 a.u.
* orbital gap (alpha / beta): 5.505 / 5.503 eV
* energy relative to the best compared isomer or geometry (same formula, charge and spin): 13.3 kcal per mole


Entry 2:
Molecular formula: C35H36N6O15S
Method: DFT, ωB97M-V/def2-TZVPD

CARTESIAN COORDINATES (ANGSTROEM)
O1 4.67465 -0.22486 -3.07999
N1 3.54834 -0.59130 -2.71276
O2 2.81525 0.05336 -1.94920
C1 3.05160 -1.87885 -3.21269
C2 3.86280 -2.65853 -4.04865
C3 3.39447 -3.89347 -4.50142
C4 2.12702 -4.34145 -4.12590
C5 1.31711 -3.55818 -3.30180
C6 1.77572 -2.32268 -2.84040
H1 4.85287 -2.32362 -4.35023
H2 4.01923 -4.50894 -5.14518
H3 1.76844 -5.30760 -4.47687
H4 0.32934 -3.91290 -3.01592
H5 1.13374 -1.72552 -2.19619
O3 -3.39228 -3.20487 -1.64238
N2 -2.23950 -3.58038 -1.38201
O4 -1.33812 -3.71240 -2.22233
C7 -1.92235 -3.89471 0.01624
C8 -2.92186 -3.79539 0.99393
C9 -2.62051 -4.11903 2.31826
C10 -1.33253 -4.53300 2.66159
C11 -0.33634 -4.62093 1.68769
C12 -0.62649 -4.30263 0.35947
H6 -3.93040 -3.47448 0.74253
H7 -3.39114 -4.05156 3.08319
H8 -1.10381 -4.78971 3.69454
H9 0.66581 -4.94151 1.96366
H10 0.16006 -4.37935 -0.38833
O5 -5.05463 -2.47085 4.22803
N3 -5.39382 -3.16405 5.19867
O6 -6.21698 -4.08910 5.14656
C13 -4.78225 -2.86524 6.49912
C14 -3.87429 -1.80329 6.61158
C15 -3.31429 -1.50853 7.85613
C16 -3.65518 -2.27042 8.97482
C17 -4.55164 -3.33403 8.85785
C18 -5.12034 -3.63659 7.61902
H11 -3.59844 -1.20003 5.74941
H12 -2.61373 -0.68209 7.95499
H13 -3.22024 -2.03322 9.94424
H14 -4.81004 -3.92500 9.73377
H15 -5.81979 -4.46667 7.54502
O7 -1.20013 0.49442 6.62229
N4 -0.49288 -0.31580 6.00500
O8 0.03959 -1.31247 6.51408
C19 -0.26694 -0.07518 4.57478
C20 -0.81919 1.06034 3.96621
C21 -0.58067 1.29672 2.61098
C22 0.19777 0.40478 1.87166
C23 0.73780 -0.73080 2.47783
C24 0.50853 -0.97632 3.83312
H16 -1.42790 1.76504 4.52856
H17 -0.99936 2.17875 2.13112
H18 0.38566 0.59629 0.81656
H19 1.34098 -1.42277 1.89422
H20 0.93909 -1.86412 4.29158
O9 -3.30013 4.06024 -2.88657
N5 -2.59288 3.25002 -3.50386
O10 -2.06041 2.25335 -2.99478
C25 -2.36694 3.49064 -4.93408
C26 -2.91919 4.62617 -5.54265
C27 -2.68067 4.86254 -6.89788
C28 -1.90223 3.97060 -7.63720
C29 -1.36220 2.83502 -7.03104
C30 -1.59147 2.58950 -5.67574
H21 -3.52790 5.33086 -4.98030
H22 -3.09936 5.74457 -7.37774
H23 -1.71434 4.16211 -8.69230
H24 -0.75902 2.14305 -7.61464
H25 -1.16091 1.70171 -5.21728
O11 6.39919 2.65610 0.81770
C31 6.37066 3.16356 -0.44617
N6 5.42258 4.33644 -0.68643
C32 4.80903 4.30090 -2.06946
O12 3.94271 5.44272 -2.39885
C33 2.76309 5.53036 -1.52818
O13 2.19561 4.24374 -1.10104
C34 1.16725 3.74841 -2.03971
C35 0.81631 2.17391 -1.60649
O14 1.67641 1.81731 -0.45659
O15 7.24966 2.55521 -1.46182
S1 6.50501 1.13274 -2.12533
H26 4.71159 4.33729 0.07766
H27 5.72402 4.35351 -2.83536
H28 4.28002 3.26157 -2.32293
H29 3.09054 6.12999 -0.56350
H30 1.91126 6.15888 -2.05151
H31 0.21582 4.42806 -1.98125
H32 1.56188 3.70996 -3.15221
H33 -0.33782 2.12808 -1.30491
H34 0.98805 1.41318 -2.48478
H35 2.54865 1.40846 -0.77759
H36 6.34837 1.49397 -3.50127

Results
* SMILES: O=[N+]([O-])c1ccccc1.O=[N+]([O-])c1ccccc1.O=[N+]([O-])c1ccccc1.O=[N+]([O-])c1ccccc1.O=[N+]([O-])c1ccccc1.O=C(NCOCOCCO)OS
* LUMO level: -1.46 eV
* DFT total energy: -3209.9679 a.u.
* orbital gap: 7.806 eV


Entry 3:
Molecular formula: C35H37BF3NO2
Method: DFT, ωB97M-V/def2-TZVPD

CARTESIAN COORDINATES (ANGSTROEM)
C1 -1.26172 -3.35342 3.12559
C2 -0.06990 -3.30224 2.19320
C3 1.11690 -4.00784 2.84097
C4 -0.32782 -3.84060 0.69790
C5 0.00882 -5.30041 0.46489
C6 -1.75635 -3.56072 0.25039
O1 0.56110 -3.06287 -0.09544
B1 0.87292 -1.92259 0.69550
C7 2.48335 -1.77077 0.90718
C8 2.98989 -1.23082 2.08388
C9 4.37191 -1.12738 2.28533
C10 5.23425 -1.58765 1.29611
C11 6.72160 -1.39799 1.43605
F1 7.39983 -2.58768 1.37043
F2 7.21496 -0.60930 0.42711
F3 7.07277 -0.80439 2.61067
C12 4.74548 -2.21351 0.15141
C13 3.36051 -2.31907 -0.02757
C14 0.06488 -0.48020 -0.37592
C15 1.24968 0.33795 -0.75188
C16 -0.92540 0.15162 0.49561
C17 -2.24771 0.26172 0.05830
C18 -3.17344 1.03023 0.75397
C19 -2.80016 1.64050 1.95811
C20 -1.48798 1.50044 2.43319
C21 -0.55671 0.77244 1.69943
O2 0.25006 -1.93840 1.97644
H1 -1.59070 -4.38951 3.26224
H2 -0.96915 -2.95618 4.10386
H3 -2.09316 -2.74773 2.75303
H4 0.82907 -5.01957 3.15277
H5 1.97557 -4.07601 2.16093
H6 1.43115 -3.45265 3.73261
H7 -0.63978 -5.94331 1.06794
H8 -0.15180 -5.53993 -0.59127
H9 1.05602 -5.51189 0.70101
H10 -2.44907 -4.23994 0.76076
H11 -2.04956 -2.52271 0.45964
H12 -1.83830 -3.73401 -0.82877
H13 2.32997 -0.87789 2.88077
H14 4.75721 -0.69095 3.20067
H15 5.42558 -2.61283 -0.59564
H16 2.98322 -2.82381 -0.91829
H17 -0.35772 -1.07371 -1.19019
H18 1.92720 -0.22825 -1.39855
H19 0.92372 1.22857 -1.29383
H20 1.82049 0.66258 0.12495
H21 -2.52126 -0.22978 -0.88528
H22 -4.18511 1.14122 0.35471
H23 -3.53063 2.23889 2.51200
H24 -1.19664 1.95070 3.38493
H25 0.47186 0.68794 2.06076
C22 -3.87462 1.13314 -3.05951
C23 -2.42237 1.30098 -2.87229
N1 -1.92012 2.49574 -2.57615
C24 -0.54953 2.81681 -2.71342
C25 0.38786 2.16192 -3.49128
C26 1.68611 2.70185 -3.51912
C27 1.98519 3.87620 -2.79884
C28 1.00014 4.55963 -2.07664
C29 -0.29026 4.03335 -2.05357
C30 -1.54440 4.50321 -1.51020
C31 -2.54531 3.56038 -1.86011
C32 -3.87016 3.75962 -1.52047
C33 -4.20516 4.91934 -0.79937
C34 -3.21305 5.84636 -0.43197
C35 -1.87457 5.64452 -0.78615
H26 -4.02493 0.21563 -3.64610
H27 -4.38432 0.98288 -2.09556
H28 -4.38313 1.95509 -3.59048
H29 -1.73048 0.57222 -3.29165
H30 0.09931 1.26709 -4.04220
H31 2.46199 2.21006 -4.10854
H32 3.00730 4.26138 -2.82215
H33 1.19636 5.48555 -1.53968
H34 -4.63090 3.03983 -1.80807
H35 -5.24692 5.09955 -0.52999
H36 -3.50147 6.73546 0.13352
H37 -1.08245 6.34593 -0.52259

Results
* LUMO level: -2.53 eV
* DFT total energy: -1885.5968 a.u.
* orbital gap: 3.522 eV
* energy relative to the best compared isomer or geometry (same formula, charge and spin): 72.5 kcal per mole


Entry 4:
Molecular formula: C35H37Br2GaN2O5P2S2
Method: DFT, ωB97M-V/def2-TZVPD

CARTESIAN COORDINATES (ANGSTROEM)
Ga1 -0.58906 -0.40812 0.10877
C1 -1.02274 -0.02844 3.78850
P1 -0.05787 -0.96531 2.55424
C2 1.65258 -0.93805 3.18314
C3 -0.59913 -2.67701 2.94105
C4 0.16313 -3.51775 3.75107
C5 -0.29051 -4.78521 4.08307
C6 -1.51845 -5.22958 3.61733
C7 -2.27794 -4.40749 2.80145
C8 -1.82963 -3.13776 2.45271
P2 -2.74388 -2.04412 1.31514
C9 -3.27722 -3.16746 -0.01749
C10 -4.33427 -1.76936 2.19184
H1 -0.92598 -0.50138 4.76630
H2 -2.07466 -0.02478 3.49970
H3 -0.65514 0.99266 3.82353
H4 1.66340 -1.07096 4.26571
H5 2.08003 0.02790 2.93812
H6 2.23800 -1.73118 2.71550
H7 1.12105 -3.19229 4.13287
H8 0.31842 -5.42538 4.70831
H9 -1.87619 -6.21706 3.87875
H10 -3.22755 -4.76472 2.42075
H11 -2.39905 -3.52352 -0.55308
H12 -3.89560 -2.59269 -0.70720
H13 -3.85124 -4.01193 0.36722
H14 -4.84039 -2.71356 2.40064
H15 -4.97556 -1.15248 1.56045
H16 -4.16574 -1.24317 3.13159
Br1 0.27456 -5.35718 0.17448
C11 1.52110 -3.95004 0.04780
C12 2.89552 -4.24007 0.10708
C13 3.82824 -3.24680 0.00977
Br2 5.66790 -3.69493 0.08315
C14 3.42954 -1.89780 -0.14670
C15 4.29163 -0.78380 -0.25738
C16 3.76711 0.46860 -0.40897
C17 2.37215 0.63450 -0.42437
N1 1.54924 -0.37721 -0.30500
C18 2.04858 -1.63331 -0.18983
C19 1.05439 -2.66003 -0.11198
O1 -0.19709 -2.31820 -0.18913
H17 3.21054 -5.26690 0.22876
H18 5.36205 -0.93748 -0.22977
H19 4.40469 1.33517 -0.51079
H20 1.93073 1.61290 -0.54633
S1 -2.12357 -0.15038 -1.55464
C20 -3.10285 1.23329 -1.01443
C21 -3.39243 1.49426 0.32387
C22 -4.18387 2.57677 0.67359
C23 -4.71313 3.40671 -0.30706
C24 -4.44288 3.14076 -1.64000
C25 -3.64509 2.06091 -1.99280
H21 -2.98617 0.85630 1.09966
H22 -4.39100 2.77022 1.71917
H23 -5.32589 4.25492 -0.03161
H24 -4.84085 3.78292 -2.41490
H25 -3.42022 1.86745 -3.03269
C26 4.22732 0.31131 -4.71484
C27 3.18277 1.29940 -4.27213
C28 1.86912 0.89994 -4.04106
C29 0.90276 1.81424 -3.65308
C30 1.25421 3.14712 -3.49303
C31 2.55825 3.56943 -3.70961
C32 3.51285 2.64193 -4.09729
S2 0.00113 4.32013 -3.04756
O2 -1.13195 4.05938 -3.88075
O3 0.62553 5.61121 -3.01120
N2 -0.44435 3.98437 -1.50648
C33 0.55714 4.27024 -0.47934
C34 0.14463 3.79327 0.90472
C35 0.19179 2.29834 1.15654
O4 0.75951 1.87542 2.15674
O5 -0.43706 1.56668 0.29436
H26 3.83106 -0.70301 -4.73002
H27 5.09203 0.33008 -4.05007
H28 4.58275 0.55017 -5.71870
H29 1.59400 -0.14022 -4.17175
H30 -0.11980 1.49389 -3.49288
H31 2.80377 4.61520 -3.58474
H32 4.53075 2.96748 -4.27910
H33 -0.89288 3.07425 -1.41903
H34 0.67740 5.35147 -0.44265
H35 1.53996 3.85619 -0.74434
H36 -0.87568 4.13064 1.11462
H37 0.81130 4.25008 1.63372

Results
* LUMO level: -0.60 eV
* DFT total energy: -10393.7164 a.u.
* orbital gap: 7.283 eV


Entry 5:
Molecular formula: C35H37CrO4Si
Method: DFT, ωB97M-V/def2-TZVPD

CARTESIAN COORDINATES (ANGSTROEM)
C1 -2.69037 -0.76219 -2.32811
Si1 -1.95648 -2.23444 -1.48830
C2 -2.19416 -2.50512 0.32925
C3 -2.45068 -3.82131 -2.33684
O1 -0.27656 -2.01508 -1.77667
C4 0.84262 -1.46718 -1.38736
C5 0.96125 0.03622 -1.34845
C6 2.24635 0.36988 -2.17086
C7 2.19731 0.02374 -3.65214
C8 2.99891 -1.23811 -4.03279
C9 2.11277 -2.49384 -4.05016
C10 2.04020 -3.25547 -2.74224
C11 1.99064 -2.40280 -1.45758
H1 -3.56011 -0.39880 -1.76573
H2 -1.97366 0.06276 -2.44097
H3 -3.02142 -1.06533 -3.33297
H4 -3.26100 -2.40855 0.58112
H5 -1.85118 -3.50536 0.62993
H6 -1.64599 -1.76644 0.91713
H7 -3.45442 -4.10304 -1.98101
H8 -2.49318 -3.69439 -3.42701
H9 -1.75758 -4.63959 -2.09631
H10 0.08807 0.43290 -1.90794
H11 2.40722 1.44604 -2.13857
H12 3.12281 -0.07170 -1.67150
H13 1.15394 -0.04983 -3.99531
H14 2.63718 0.88488 -4.18542
H15 3.41138 -1.08087 -5.04268
H16 3.86287 -1.35915 -3.36085
H17 1.09922 -2.20913 -4.36880
H18 2.49932 -3.16884 -4.82730
H19 1.15770 -3.90284 -2.76170
H20 2.91169 -3.92231 -2.66425
H21 2.91725 -1.84895 -1.29407
H22 1.89121 -3.09512 -0.60463
O2 -2.57072 2.36596 6.84338
C12 -2.80624 2.03932 5.75191
Cr1 -3.17546 1.80291 3.89856
C13 -1.65220 2.86876 3.61923
O3 -0.76057 3.61982 3.54895
C14 -4.08946 3.45627 4.14297
O4 -4.50553 4.51108 4.40601
C15 -4.82006 0.39789 3.83509
C16 -3.66254 -0.24848 4.28858
C17 -2.47362 -0.16066 3.54618
C18 -2.45612 0.45512 2.27772
C19 -1.26376 0.41710 1.44589
C20 -0.26834 0.31483 0.73501
C21 0.97949 0.65483 -0.00121
C22 1.08747 2.20053 -0.13849
C23 -0.05870 2.98792 -0.01317
C24 -0.01305 4.36993 -0.24029
C25 1.15868 4.97809 -0.69778
C26 2.30762 4.20515 -0.84179
C27 2.28404 2.84226 -0.51694
C28 2.13195 0.02659 0.79030
C29 2.05595 -1.32391 1.09933
C30 3.20070 -2.00951 1.53881
C31 4.41460 -1.32377 1.64266
C32 4.43119 0.06442 1.52118
C33 3.24194 0.74787 1.25067
C34 -3.58809 1.21192 1.90397
C35 -4.77799 1.14062 2.64559
H23 -5.73846 0.36098 4.42454
H24 -3.66796 -0.79420 5.23522
H25 -1.54739 -0.60209 3.92377
H26 -1.00365 2.53081 0.26970
H27 -0.91623 4.95843 -0.09428
H28 1.17984 6.04321 -0.93295
H29 3.23034 4.63095 -1.23417
H30 3.22284 2.29501 -0.61124
H31 1.09769 -1.84732 1.00383
H32 3.13946 -3.07969 1.73883
H33 5.33437 -1.86810 1.86830
H34 5.35309 0.63713 1.63524
H35 3.19462 1.83050 1.36020
H36 -3.53345 1.83071 1.00516
H37 -5.65942 1.69017 2.30660

Results
* 2S+1: 4
* LUMO level (alpha / beta): -6.01 / -9.82 eV
* DFT total energy: -2990.1126 a.u.
* orbital gap (alpha / beta): 5.139 / 4.320 eV
* charge: +2
* energy relative to the best compared isomer or geometry (same formula, charge and spin): 53.4 kcal per mole


Q: What is the formula in the second record?
A: C35H36N6O15S


Q: Which value of DFT total energy does entry 4 give?
A: -10393.7164 a.u.


Q: What is the DFT total energy in the fourth record?
A: -10393.7164 a.u.


Q: Which of these has the lowest DFT total energy?
A: C35H37Br2GaN2O5P2S2